The following is a DFT calculation (ωB97M-V/def2-TZVPD) of a molecular structure, C40H25As2BiF16GeSSe.

Calculated values
LUMO: -0.270 eV
total charge: 0
HOMO level: -0.308 hartree
E: -12699.75214 Ha
orbital gap: 8.12 eV
ΔE to the lowest compared entry with this formula, charge and spin: 8.79 kJ/mol
maximum force: 0.0103 hartree/bohr

```
87
Properties=species:S:1:pos:R:3:mulliken_charge:R:1
Bi -0.1566 -0.2580 -0.9754 1.250
C 2.8614 2.0769 2.9396 -1.269
As 1.7244 1.2439 1.5779 0.651
C 3.1779 0.3797 0.5766 -1.230
C 1.4793 2.8101 0.4040 0.349
C 2.5884 3.3756 -0.2261 -0.309
C 2.4469 4.3697 -1.1831 -0.911
C 1.1741 4.7953 -1.5386 -0.776
C 0.0652 4.2538 -0.9040 -0.507
C 0.2009 3.2839 0.0918 0.135
As -1.4445 2.5525 0.8854 0.862
C -2.5198 4.1919 0.8193 -1.413
C -1.0152 2.7397 2.8000 -1.203
H 3.6068 2.7219 2.4777 0.377
H 3.3611 1.2844 3.4944 0.426
H 2.2570 2.6573 3.6336 0.338
H 4.1258 0.8962 0.7275 0.476
H 2.9660 0.3478 -0.4953 0.390
H 3.2760 -0.6449 0.9343 0.412
H 3.5835 3.0220 0.0186 0.271
H 3.3217 4.7933 -1.6611 0.439
H 1.0432 5.5499 -2.3049 0.399
H -0.9205 4.5940 -1.1950 0.277
H -2.9084 4.3775 -0.1793 0.377
H -1.9287 5.0439 1.1505 0.408
H -3.3661 4.0539 1.4891 0.458
H -0.2489 3.5013 2.9467 0.295
H -0.6744 1.7981 3.2204 0.269
H -1.9229 3.0475 3.3176 0.514
F -2.2143 1.1357 -2.9009 0.173
C -3.1768 0.8134 -3.7734 -0.685
C -3.7729 -0.4331 -3.7528 0.095
C -4.7421 -0.6755 -4.7155 0.806
F -5.3389 -1.8755 -4.7727 -0.391
C -5.1161 0.2664 -5.6489 0.192
F -6.0516 0.0036 -6.5596 -0.301
C -4.4987 1.5027 -5.6345 0.671
F -4.8352 2.4224 -6.5301 -0.307
C -3.5245 1.7776 -4.6992 -0.263
F -2.9244 2.9690 -4.6993 -0.300
Ge -3.4035 -1.8407 -2.4196 0.318
S -2.5746 -1.0045 -0.5858 -0.560
C -2.4723 -3.3204 -3.2995 -0.030
C -2.1881 -3.4011 -4.6524 0.494
F -2.4671 -2.3941 -5.4817 -0.365
C -1.5808 -4.5138 -5.1975 0.284
F -1.3327 -4.5843 -6.5042 -0.318
C -1.2203 -5.5640 -4.3760 0.613
F -0.6271 -6.6310 -4.8940 -0.313
C -1.4687 -5.5066 -3.0190 0.286
F -1.1097 -6.5207 -2.2344 -0.322
C -2.0867 -4.3896 -2.5056 0.077
F -2.3128 -4.3435 -1.1882 -0.471
C -5.1861 -2.4537 -1.8107 -0.420
C -6.0348 -1.4881 -1.2798 0.246
F -5.6890 -0.1944 -1.3199 -0.320
C -7.2508 -1.7944 -0.7065 -0.096
F -8.0370 -0.8416 -0.2095 -0.293
C -7.6519 -3.1133 -0.6541 0.734
F -8.8133 -3.4311 -0.0970 -0.302
C -6.8542 -4.0995 -1.1957 0.029
F -7.2611 -5.3668 -1.1662 -0.289
C -5.6439 -3.7602 -1.7675 0.586
F -4.9381 -4.7587 -2.3124 -0.277
F 1.3285 -4.9944 3.0014 -0.356
C 1.0543 -3.9794 2.1589 0.414
C 0.1568 -3.0080 2.5609 -0.711
C -0.1320 -1.9740 1.6841 -0.565
C 0.4673 -1.9073 0.4242 0.734
C 1.3716 -2.8992 0.0621 -0.504
C 1.6736 -3.9473 0.9300 -0.740
H -0.3094 -3.0734 3.5365 0.441
H -0.8495 -1.2199 1.9905 0.304
H 1.8464 -2.8747 -0.9138 0.465
H 2.3671 -4.7320 0.6525 0.463
Se 0.4070 -1.6896 -3.1390 -0.485
C 1.7882 -0.5326 -3.8263 0.967
C 1.7853 0.8516 -3.6589 -0.347
C 2.8111 1.6202 -4.1973 -0.760
C 3.8361 1.0197 -4.9135 -0.570
C 3.8356 -0.3589 -5.0836 -0.624
C 2.8197 -1.1350 -4.5404 -0.660
H 0.9818 1.3477 -3.1266 0.237
H 2.7968 2.6944 -4.0501 0.405
H 4.6305 1.6221 -5.3364 0.377
H 4.6395 -0.8396 -5.6300 0.369
H 2.8257 -2.2109 -4.6708 0.410
```

***

The following is a DFT calculation (ωB97M-V/def2-TZVPD) of a molecular structure, C40H25Br2F5N4O8S2Zr.

Calculated values
LUMO: 3.404 eV
total charge: -2
HOMO level: -0.113 hartree
E: -8851.16585 Ha
orbital gap: 6.47 eV
ΔE to the lowest compared entry with this formula, charge and spin: 537.76 kJ/mol
maximum force: 0.0165 hartree/bohr

```
87
Properties=species:S:1:pos:R:3:mulliken_charge:R:1
Zr 0.0430 0.0067 -0.1169 0.608
O -0.6680 1.8956 -0.4422 -0.055
C -1.3219 2.7780 0.2553 -0.037
C -2.5179 3.3381 -0.2209 -0.525
C -3.1520 4.3243 0.5070 -0.530
C -2.6237 4.7954 1.7093 -0.837
C -1.4549 4.2417 2.1894 -0.518
C -0.8113 3.2148 1.4962 1.138
C 0.3916 2.6379 2.0445 -0.951
N 0.9429 1.5388 1.6966 1.068
C 2.1954 1.2226 2.3907 -1.184
C 2.9569 0.1405 1.6329 -1.022
N 1.9751 -0.8699 1.2646 0.649
C 2.2015 -2.0399 1.7393 -0.755
C 1.3255 -3.1745 1.7337 0.980
C 1.6911 -4.3445 2.4080 -0.675
C 0.8115 -5.3981 2.5186 -0.936
C -0.4661 -5.2735 1.9643 -0.546
C -0.8501 -4.1396 1.2875 -0.919
C 0.0575 -3.0681 1.1282 -0.253
O -0.2425 -2.0239 0.4365 1.312
H -2.9061 2.9777 -1.1648 0.476
H -4.0773 4.7442 0.1283 0.409
H -3.1291 5.5783 2.2600 0.356
H -1.0300 4.5882 3.1259 0.375
H 0.8632 3.2347 2.8344 0.251
H 1.9455 0.8381 3.3861 0.477
H 2.8076 2.1224 2.5050 0.535
H 3.7390 -0.2803 2.2735 0.620
H 3.4340 0.5322 0.7425 0.156
H 3.1410 -2.1986 2.2802 0.089
H 2.6835 -4.4096 2.8411 0.388
H 1.1029 -6.3088 3.0246 0.382
H -1.1670 -6.0960 2.0574 0.417
H -1.8336 -4.0431 0.8431 0.520
C -1.2761 -2.4610 -2.8285 -1.990
C -2.4114 -1.9782 -1.9812 1.016
C -3.7222 -2.4389 -2.2799 -1.121
C -4.7848 -2.0366 -1.5320 -1.256
C -4.5632 -1.2032 -0.4112 1.217
C -5.5570 -0.7500 0.4875 0.212
Br -7.3855 -1.2013 0.2030 -0.297
C -5.2280 0.0064 1.5760 -0.472
C -3.8910 0.3377 1.8303 0.129
Br -3.4904 1.3398 3.3799 -0.210
C -2.8540 -0.0741 1.0049 0.512
O -1.6113 0.1866 1.2233 -0.825
C -3.2298 -0.8223 -0.1664 -0.996
N -2.2025 -1.1614 -0.9772 0.889
H -1.2126 -1.8790 -3.7497 0.285
H -1.4550 -3.5009 -3.1110 0.611
H -0.3171 -2.3936 -2.3224 0.127
H -3.8531 -3.1034 -3.1241 0.540
H -5.7902 -2.3606 -1.7655 0.334
H -5.9930 0.3493 2.2583 0.414
F 4.3203 5.1806 -2.0423 -0.324
C 3.5403 4.0493 -2.0455 0.629
C 3.8606 2.8340 -2.6999 -0.895
F 3.2364 2.1742 -3.7028 -0.213
C 3.8084 2.6688 -1.2919 0.167
F 4.8707 2.3197 -0.4976 -0.387
C 2.4201 2.2902 -0.7500 0.291
O 1.9928 1.1449 -0.8071 0.135
C 1.7603 3.6292 -0.5098 0.501
F 2.6151 4.2839 0.4302 -0.395
C 2.0865 4.1272 -1.7825 -0.159
F 1.2315 4.0716 -2.8012 -0.272
O -1.7138 0.7764 -3.1185 -0.550
C -0.5279 0.5117 -3.1382 -0.431
O 0.1652 -0.0591 -2.2051 0.012
H 0.1028 0.7492 -4.0171 0.312
O 4.5032 -6.7525 -4.1831 -0.688
S 4.3520 -6.4516 -2.7772 1.192
O 5.2268 -7.1742 -1.8814 -0.693
N 4.3904 -4.8570 -2.4976 -0.660
C 3.2399 -4.3894 -2.0499 0.046
S 2.8925 -2.8038 -1.6485 -0.213
C 2.1811 -5.4589 -1.9085 -0.097
C 0.8762 -5.3337 -1.4625 0.937
C 0.0814 -6.4699 -1.4215 -1.089
C 0.5796 -7.7100 -1.8154 -0.571
C 1.8908 -7.8386 -2.2553 -0.716
C 2.6624 -6.6946 -2.2901 -0.030
H 0.5141 -4.3638 -1.1544 0.357
H -0.9395 -6.3925 -1.0672 0.454
H -0.0613 -8.5830 -1.7714 0.376
H 2.2946 -8.7962 -2.5578 0.392
```

***

The following is a DFT calculation (ωB97M-V/def2-TZVPD) of a molecular structure, C40H27F2IMgNO3P.

Calculated values
LUMO: 0.098 eV
total charge: 0
HOMO level: -0.288 hartree
E: -2859.94423 Ha
orbital gap: 7.92 eV
ΔE to the lowest compared entry with this formula, charge and spin: 35.01 kJ/mol
maximum force: 0.0423 hartree/bohr

```
76
Properties=species:S:1:pos:R:3:mulliken_charge:R:1
Mg -0.3269 2.2250 0.1810 0.565
F 3.3585 6.3188 0.5492 -0.320
C 2.0912 5.9026 0.3585 0.127
C 1.7965 4.5591 0.5071 -0.362
C 0.5029 4.0935 0.3424 -0.203
C -0.4953 5.0305 0.0380 0.238
C -0.1603 6.3740 -0.1375 0.130
F -1.0989 7.2729 -0.5279 -0.340
C 1.1322 6.8352 0.0082 -0.728
C -1.8754 4.5639 -0.1479 0.818
C -2.9954 5.3248 0.2071 -0.711
C -4.2597 4.8368 -0.0672 -0.495
C -4.3825 3.6063 -0.6954 -0.780
C -3.2258 2.8975 -0.9655 -0.136
N -2.0131 3.3547 -0.6956 -0.344
H 2.6030 3.8843 0.7532 0.320
H 1.3777 7.8719 -0.1554 0.492
H -2.8806 6.2729 0.7105 0.444
H -5.1326 5.4153 0.1978 0.439
H -5.3469 3.1976 -0.9512 0.449
H -3.2829 1.9327 -1.4487 0.646
I 3.5732 1.2881 0.2608 0.161
C 4.6851 -0.5101 -0.0005 -0.104
C 6.0306 -0.2790 -0.1441 -0.543
C 6.9425 -1.3335 -0.2413 -0.825
C 6.4839 -2.6163 -0.1777 -0.808
C 5.1065 -2.8844 -0.0286 1.243
C 4.6949 -4.2287 0.0728 -0.850
C 3.3891 -4.5441 0.3065 -1.258
C 2.4524 -3.5155 0.3732 -0.278
C 2.7789 -2.1879 0.2013 1.153
P 1.3007 -1.0554 0.1159 0.047
C 0.5698 -1.7918 -1.4057 1.118
C 0.7335 -1.0035 -2.5441 -0.737
C 0.2007 -1.3899 -3.7597 -0.623
C -0.5200 -2.5703 -3.8491 -0.539
C -0.6852 -3.3622 -2.7258 -0.787
C -0.1424 -2.9804 -1.5112 0.039
C 0.4044 -1.7862 1.5339 0.564
C -0.9328 -2.1625 1.5134 -0.059
C -1.5822 -2.5044 2.6871 -0.694
C -0.9090 -2.4577 3.8954 -0.858
C 0.4319 -2.1068 3.9235 -0.652
C 1.0801 -1.7653 2.7552 -0.904
C 4.1452 -1.8200 0.0464 -0.069
H 6.3980 0.7364 -0.1673 0.395
H 7.9947 -1.1146 -0.3417 0.392
H 7.1644 -3.4569 -0.2136 0.367
H 5.4472 -4.9969 -0.0261 0.382
H 3.0721 -5.5695 0.4248 0.451
H 1.4267 -3.7788 0.5725 0.285
H 1.2641 -0.0620 -2.4593 0.310
H 0.3311 -0.7688 -4.6349 0.448
H -0.9558 -2.8708 -4.7900 0.404
H -1.2618 -4.2758 -2.7853 0.437
H -0.2969 -3.6166 -0.6536 0.230
H -1.4714 -2.2017 0.5800 0.232
H -2.6191 -2.8057 2.6508 0.485
H -1.4267 -2.6868 4.8154 0.396
H 0.9680 -2.0884 4.8617 0.443
H 2.1259 -1.4841 2.7822 0.399
O -2.5345 -0.8571 -2.0853 -0.626
C -3.3009 -0.9656 -0.9912 0.367
C -4.4395 -1.7709 -1.0527 -0.690
C -5.2858 -1.8738 0.0306 -0.519
C -5.0277 -1.1662 1.1989 -0.845
C -3.8969 -0.3845 1.2855 -1.243
C -3.0191 -0.2823 0.2071 -0.080
C -1.8022 0.5494 0.3356 3.265
O -1.6238 1.2557 1.3440 -1.092
O -0.9732 0.5624 -0.6232 -0.882
H -1.7360 -0.3280 -1.8367 0.357
H -4.6318 -2.3031 -1.9715 0.538
H -6.1524 -2.5161 -0.0343 0.422
H -5.7061 -1.2380 2.0342 0.460
H -3.6517 0.1598 2.1858 0.524
```

***

Look up the HOMO level of the third one.
-0.288 hartree

***

Look up the LUMO of the third one.
0.098 eV

***

Which of these has the lowest ΔE to the lowest compared entry with this formula, charge and spin?
C40H25As2BiF16GeSSe

***

Look up the ΔE to the lowest compared entry with this formula, charge and spin of the second one.
537.76 kJ/mol